--- a ---
A structure of composition C27H23N6O10SV. Source: the OMol25 dataset; level of theory: ωB97M-V/def2-TZVPD.

M = 674.524 g/mol
E_LUMO = -9.059 eV
Total charge = +2
HOMO level = -13.61 eV

The geometry in XYZ format:
```
68
Properties=species:S:1:pos:R:3:lowdin_charge:R:1
V -0.944 -1.359 -1.138 1.17
O -4.233 0.806 -1.801 0.24
C -3.508 -0.091 -1.541 -0.34
N -2.141 -0.248 -2.028 0.05
C -1.711 0.655 -3.086 -0.34
O -2.369 1.526 -3.540 0.23
C -0.341 0.297 -3.522 -0.16
C 0.262 0.859 -4.622 0.07
C 1.552 0.454 -4.927 0.03
C 2.176 -0.478 -4.111 0.01
C 1.500 -0.992 -3.020 -0.05
N 0.248 -0.606 -2.741 0.04
C -3.854 -1.263 -0.701 -0.16
C -5.099 -1.508 -0.173 0.07
C -5.269 -2.687 0.543 0.03
C -4.197 -3.556 0.691 0.02
C -2.971 -3.224 0.144 -0.04
N -2.824 -2.088 -0.543 0.01
H -0.283 1.587 -5.209 0.15
H 2.065 0.858 -5.790 0.14
H 3.183 -0.815 -4.311 0.13
H 1.959 -1.712 -2.363 0.12
H -5.897 -0.798 -0.341 0.15
H -6.231 -2.930 0.974 0.14
H -4.300 -4.490 1.225 0.13
H -2.108 -3.867 0.251 0.14
O 3.309 -6.539 0.279 0.17
C 2.251 -5.995 -0.334 -0.46
O 1.570 -6.623 -1.083 0.19
C 1.999 -4.532 -0.135 -0.01
C 2.583 -3.637 0.740 0.05
N 1.956 -2.456 0.589 0.08
N 1.003 -2.513 -0.336 0.04
C 1.016 -3.766 -0.783 -0.11
C 0.016 -4.028 -1.840 -0.34
O -0.213 -4.936 -2.530 0.29
O -0.782 -2.819 -1.941 -0.15
H 3.800 -5.931 0.841 0.11
H 3.386 -3.741 1.454 0.15
H 2.156 -1.592 1.070 0.19
C 4.686 4.052 1.849 -0.04
C 3.189 4.090 2.003 -0.26
C 2.607 4.193 3.266 -0.02
C 1.234 4.292 3.416 -0.04
C 0.424 4.277 2.285 -0.30
C 0.979 4.182 1.015 -0.06
C 2.357 4.084 0.886 -0.03
S -1.320 4.342 2.485 0.64
O -1.612 5.113 3.649 -0.25
O -1.875 4.602 1.191 -0.27
N -1.805 2.820 2.878 -0.12
C -1.759 1.764 1.910 -0.19
C -0.444 0.922 1.954 -0.04
C -0.481 0.000 0.814 -0.53
O -1.028 -1.169 0.856 -0.03
O -0.069 0.288 -0.355 -0.01
H 5.169 3.665 2.746 0.08
H 5.078 5.056 1.677 0.10
H 4.983 3.439 0.999 0.08
H 3.243 4.226 4.143 0.12
H 0.791 4.410 4.397 0.12
H 0.335 4.223 0.146 0.11
H 2.800 4.040 -0.103 0.12
H -1.748 2.613 3.865 0.13
H -1.861 2.224 0.926 0.12
H -2.614 1.099 2.053 0.13
H -0.394 0.350 2.881 0.15
H 0.420 1.581 1.856 0.13
```

--- b ---
A structure of composition C27H23N6O10SV. Source: the OMol25 dataset; level of theory: ωB97M-V/def2-TZVPD.

M = 674.524 g/mol
E_LUMO = -9.622 eV
Total charge = +2
HOMO level = -13.62 eV

The geometry in XYZ format:
```
68
Properties=species:S:1:pos:R:3:lowdin_charge:R:1
V 0.786 -0.823 1.219 1.19
O 1.673 1.057 4.378 0.25
C 1.740 0.710 3.253 -0.35
N 1.719 -0.674 2.772 0.01
C 2.452 -1.729 3.443 -0.35
O 2.734 -1.722 4.592 0.23
C 2.780 -2.755 2.419 -0.17
C 3.569 -3.850 2.674 0.06
C 3.874 -4.689 1.605 0.03
C 3.386 -4.379 0.347 0.02
C 2.579 -3.262 0.183 -0.05
N 2.278 -2.464 1.210 0.05
C 1.861 1.592 2.039 -0.15
C 2.118 2.931 2.080 0.07
C 2.182 3.617 0.859 0.05
C 1.962 2.943 -0.326 0.03
C 1.662 1.590 -0.297 -0.03
N 1.640 0.928 0.870 0.00
H 3.939 -4.020 3.676 0.15
H 4.494 -5.563 1.753 0.14
H 3.622 -4.990 -0.513 0.13
H 2.191 -2.993 -0.789 0.13
H 2.274 3.420 3.032 0.15
H 2.397 4.678 0.847 0.14
H 1.986 3.451 -1.280 0.13
H 1.420 1.031 -1.191 0.13
O -2.175 -4.841 -2.028 0.18
C -2.092 -5.240 -0.759 -0.47
O -2.453 -6.316 -0.394 0.18
C -1.529 -4.284 0.254 0.00
C -1.610 -4.530 1.614 0.07
N -0.974 -3.530 2.245 0.10
N -0.474 -2.642 1.386 0.03
C -0.802 -3.097 0.176 -0.13
C -0.354 -2.248 -0.939 -0.38
O -0.682 -2.251 -2.070 0.23
O 0.566 -1.302 -0.419 -0.16
H -1.875 -3.930 -2.168 0.09
H -2.085 -5.344 2.139 0.17
H -0.910 -3.376 3.241 0.19
C 1.432 2.961 -4.603 -0.04
C 0.170 2.940 -3.778 -0.28
C -0.359 4.119 -3.256 -0.04
C -1.554 4.118 -2.553 -0.04
C -2.227 2.919 -2.357 -0.28
C -1.722 1.734 -2.870 -0.06
C -0.525 1.751 -3.572 -0.04
S -3.765 2.917 -1.492 0.64
O -4.403 4.155 -1.813 -0.26
O -4.363 1.632 -1.717 -0.28
N -3.444 2.980 0.103 -0.13
C -3.689 1.871 1.001 -0.19
C -2.493 1.609 1.936 -0.05
C -1.402 0.932 1.176 -0.43
O -0.662 -0.023 1.921 -0.14
O -1.098 1.112 0.037 0.14
H 2.070 3.806 -4.343 0.08
H 1.196 3.058 -5.664 0.10
H 2.003 2.040 -4.487 0.08
H 0.149 5.059 -3.441 0.12
H -1.984 5.045 -2.197 0.12
H -2.281 0.818 -2.742 0.11
H -0.147 0.832 -4.005 0.12
H -3.440 3.917 0.479 0.13
H -3.874 0.993 0.386 0.12
H -4.585 2.027 1.602 0.14
H -2.781 1.020 2.805 0.13
H -2.086 2.553 2.311 0.14
```

Relative calculated energies, zero for the most stable structure, unit hartree: a 0.0000; b 0.0234.

--- a ---
A cluster of 2 separate species, C4H11N3O2 in total. Source: the OMol25 dataset; level of theory: ωB97M-V/def2-TZVPD.

M = 133.151 g/mol
2S+1 = 2
E_LUMO (spin up / spin down) = -3.913 / -8.000 eV
Total charge = +1
HOMO level (spin up / spin down) = -13.63 / -13.63 eV
⟨S²⟩ = 0.7614

The geometry in XYZ format:
```
20
Properties=species:S:1:pos:R:3:lowdin_charge:R:1
C 1.031 -3.044 1.970 0.02
C 0.901 -2.116 0.812 -0.56
O -0.347 -1.607 0.742 0.06
O 1.741 -1.787 0.015 0.09
H 0.361 -3.893 1.927 0.10
H 0.723 -2.527 2.883 0.10
H 2.058 -3.377 2.087 0.10
C -1.325 1.515 0.633 -0.05
C -0.212 1.409 -1.511 -0.40
N -0.481 0.849 -0.297 0.12
N -0.607 2.639 -1.964 0.19
N 0.650 0.736 -2.222 0.31
H -0.367 -0.840 0.140 0.03
H -2.189 2.082 0.268 0.11
H -0.870 2.123 1.430 0.14
H 0.120 3.344 -1.858 0.15
H -1.292 3.000 -1.302 0.10
H 0.932 -0.142 -1.793 0.14
H 0.804 0.986 -3.187 0.16
H -1.632 0.652 1.227 0.11
```

--- b ---
A cluster of 2 separate species, C4H11N3O2 in total. Source: the OMol25 dataset; level of theory: ωB97M-V/def2-TZVPD.

M = 133.151 g/mol
2S+1 = 2
E_LUMO (spin up / spin down) = -2.919 / -7.558 eV
Total charge = +1
HOMO level (spin up / spin down) = -14.82 / -14.54 eV
⟨S²⟩ = 0.7629

The geometry in XYZ format:
```
20
Properties=species:S:1:pos:R:3:lowdin_charge:R:1
C -0.193 1.199 1.691 -0.02
C -1.266 1.614 -0.522 -0.53
N -1.030 2.615 -1.231 0.23
N -0.138 1.141 0.217 0.12
N -2.386 0.859 -0.328 0.17
H -0.311 -1.258 -1.395 0.12
H -1.833 2.935 -1.761 0.09
H 0.712 1.630 -0.074 0.16
H -2.541 0.655 0.653 0.11
H -3.195 1.181 -0.848 0.12
H -0.743 2.084 1.996 0.12
H 0.789 0.934 2.066 0.10
H -0.805 0.369 2.069 0.10
C 2.331 -2.721 -0.341 0.04
C 1.305 -1.631 -0.316 -0.48
O 0.538 -1.718 -1.417 0.12
O 0.979 -0.908 0.613 0.09
H 3.207 -2.462 -0.937 0.11
H 1.904 -3.592 -0.809 0.10
H 2.675 -2.925 0.675 0.10
```

Relative calculated energies, zero for the most stable structure, unit hartree: a 0.0000; b 0.0148.

--- a ---
The ion C5H14N2O with charge +1. Source: the OMol25 dataset; level of theory: ωB97M-V/def2-TZVPD.

M = 118.180 g/mol
2S+1 = 2
E_LUMO (spin up / spin down) = -2.812 / -7.289 eV
Total charge = +1
HOMO level (spin up / spin down) = -13.24 / -13.22 eV
⟨S²⟩ = 0.7541

The geometry in XYZ format:
```
22
Properties=species:S:1:pos:R:3:lowdin_charge:R:1
N -1.308 1.777 1.442 0.07
C -0.723 0.541 0.995 -0.37
C 0.413 0.005 1.877 -0.18
O 0.278 -1.380 2.210 -0.07
C -0.410 0.755 -0.481 -0.09
N 0.483 -0.223 -1.102 -0.06
C 0.274 -1.630 -0.847 0.01
C 0.925 0.086 -2.455 0.02
H -1.234 1.916 2.438 0.09
H -1.033 2.595 0.924 0.08
H -1.499 -0.227 1.066 0.14
H 1.354 0.034 1.318 0.12
H 0.581 0.524 2.816 0.13
H -0.617 -1.713 2.123 0.09
H -1.345 0.793 -1.033 0.17
H 0.143 1.686 -0.616 0.15
H 0.615 -1.878 0.162 0.10
H -0.787 -1.862 -0.931 0.14
H 0.854 -2.289 -1.494 0.12
H 1.965 -0.200 -2.610 0.13
H 0.293 -0.435 -3.155 0.12
H 0.777 1.123 -2.646 0.10
```

--- b ---
The ion C5H14N2O with charge +1. Source: the OMol25 dataset; level of theory: ωB97M-V/def2-TZVPD.

M = 118.180 g/mol
2S+1 = 2
E_LUMO (spin up / spin down) = -3.085 / -7.917 eV
Total charge = +1
HOMO level (spin up / spin down) = -12.92 / -12.91 eV
⟨S²⟩ = 0.7549

The geometry in XYZ format:
```
22
Properties=species:S:1:pos:R:3:lowdin_charge:R:1
C -1.127 1.689 0.319 -0.23
O -1.421 0.765 1.345 -0.04
C -0.517 1.139 -0.960 -0.38
C 0.836 0.458 -0.677 -0.12
C 0.747 -1.087 -0.521 -0.07
C 0.438 -2.669 1.417 -0.02
N 0.301 -1.305 0.919 0.08
N -0.438 2.249 -1.929 0.06
H -2.059 2.276 0.188 0.14
H -0.472 2.427 0.800 0.13
H -1.682 -0.137 1.124 0.09
H -1.248 0.379 -1.290 0.15
H 1.500 0.559 -1.525 0.12
H 1.332 0.941 0.178 0.13
H 0.037 -1.591 -1.152 0.14
H 1.720 -1.585 -0.342 0.15
H 0.662 -2.617 2.492 0.11
H 1.218 -3.309 0.976 0.12
H -0.505 -3.190 1.262 0.12
H 0.731 -0.621 1.540 0.15
H -0.168 3.065 -1.394 0.08
H 0.113 2.165 -2.768 0.08
```

Relative calculated energies, zero for the most stable structure, unit hartree: a 0.0000; b 0.0261.

--- a ---
A cluster of 2 separate species, C2H8N2O in total. Source: the OMol25 dataset; level of theory: ωB97M-V/def2-TZVPD.

M = 76.099 g/mol
E_LUMO = 0.672 eV
HOMO level = -8.54 eV

The geometry in XYZ format:
```
13
Properties=species:S:1:pos:R:3:lowdin_charge:R:1
C -1.168 1.903 0.708 -0.03
C 0.112 -0.184 0.497 0.09
N -0.516 0.860 0.021 -0.34
N 1.809 -2.488 -0.313 -0.03
O -0.742 0.818 -1.349 -0.01
H -0.366 2.793 0.782 0.15
H -2.082 2.142 0.214 0.09
H -1.201 1.584 1.699 0.06
H 1.685 -2.113 -1.285 0.01
H 0.390 0.011 1.489 0.02
H 2.695 -2.161 0.064 0.00
H -0.050 0.278 -1.773 0.11
H 1.061 -1.963 0.110 -0.11
```

--- b ---
A cluster of 2 separate species, C2H8N2O in total. Source: the OMol25 dataset; level of theory: ωB97M-V/def2-TZVPD.

M = 76.099 g/mol
E_LUMO = 1.066 eV
HOMO level = -9.56 eV
Structure (SMILES) = [H]/N=C/N.CO

The geometry in XYZ format:
```
13
Properties=species:S:1:pos:R:3:lowdin_charge:R:1
C 2.863 3.446 2.691 -0.16
O 4.020 2.825 2.113 -0.13
H 2.523 4.153 1.948 0.07
H 3.017 3.963 3.638 0.07
H 2.088 2.695 2.863 0.07
N -2.820 -1.347 -2.555 0.09
C -2.857 -2.604 -2.551 -0.40
N -2.287 -3.397 -1.559 0.02
H 4.336 2.242 2.812 0.07
H -3.169 -1.045 -3.461 0.04
H -3.270 -3.136 -3.415 0.10
H -1.624 -4.120 -1.778 0.07
H -2.819 -3.676 -0.745 0.08
```

--- c ---
A cluster of 2 separate species, C2H8N2O in total. Source: the OMol25 dataset; level of theory: ωB97M-V/def2-TZVPD.

M = 76.099 g/mol
E_LUMO = 0.736 eV
HOMO level = -8.20 eV
Structure (SMILES) = C=O.NCN

The geometry in XYZ format:
```
13
Properties=species:S:1:pos:R:3:lowdin_charge:R:1
O -1.136 1.136 0.530 -0.02
C -1.189 0.981 1.719 -0.13
H -0.871 1.757 2.444 0.09
H -1.541 0.030 2.123 0.08
N 0.147 -0.086 -1.671 -0.03
C 0.515 -1.176 -0.718 -0.38
N 1.504 -0.788 0.243 0.00
H -0.833 -0.073 -1.883 0.05
H 0.647 0.772 -1.540 0.04
H 0.769 -2.028 -1.372 0.10
H -0.464 -1.404 -0.269 0.09
H 1.393 0.183 0.493 0.05
H 2.428 -0.927 -0.148 0.06
```

Relative calculated energies, zero for the most stable structure, unit hartree: a 0.1108; b 0.0000; c 0.0035.